DFT (wB97M-V/def2-TZVPD) results for a molecular structure, C42H35BMoN9O2.

The geometry in XYZ format:
```
90
Properties=species:S:1:pos:R:3:forces:R:3:mulliken_charge:R:1
Mo -0.264737 -0.431304 -0.325674 -0.20 -0.67 -0.16 -0.660
C 2.698880 -3.528211 2.935410 -0.02 0.04 0.00 -1.425
C 2.142941 -2.236927 2.447674 0.08 -0.13 0.00 0.554
C 2.364741 -0.952669 2.953976 0.04 -0.06 0.10 -1.597
C 1.638176 -0.078456 2.171936 0.04 0.02 -0.05 -0.006
N 0.995854 -0.820533 1.219812 -0.29 0.37 -0.40 2.286
N 1.317881 -2.148493 1.395949 -0.04 0.01 0.05 -0.086
B 0.746811 -3.266337 0.413442 0.08 0.01 0.10 -0.943
N -0.797260 -3.175637 0.515559 -0.01 0.13 -0.13 0.299
N -1.286598 -1.903140 0.708504 -0.03 0.31 -0.22 0.244
C -2.281242 -1.980597 1.643845 0.13 0.07 0.13 -0.499
C -2.535400 -3.320030 1.885804 -0.02 -0.10 0.07 -1.131
C -1.573109 -4.041889 1.190692 0.04 -0.18 0.12 0.512
C -1.314585 -5.508809 1.207724 -0.02 0.08 0.00 -1.577
C -2.809219 -0.830817 2.393200 0.00 -0.03 -0.01 0.656
C -4.061282 -0.899685 3.000624 -0.15 0.00 -0.04 -0.916
C -4.533969 0.174015 3.741628 0.00 -0.02 -0.01 -0.952
C -3.762134 1.320899 3.891644 0.01 0.04 0.01 -0.705
C -2.506608 1.395666 3.299801 -0.12 0.00 0.05 -0.695
C -2.040673 0.319207 2.566892 0.09 -0.09 -0.10 0.482
N 1.250474 -2.866436 -0.992960 -0.13 0.08 -0.03 0.020
N 1.220235 -1.517348 -1.244415 -0.08 0.15 -0.05 0.716
C 2.350828 -1.199007 -1.946464 -0.06 0.15 0.14 -0.092
C 2.996717 -2.378318 -2.268104 0.17 -0.10 -0.03 -0.904
C 2.301316 -3.402208 -1.633974 0.13 -0.17 0.03 0.435
C 2.635543 -4.852096 -1.560039 -0.01 0.07 0.01 -1.534
C 2.825426 0.177140 -2.134827 -0.04 -0.09 0.05 0.633
C 3.899679 0.463354 -2.973182 0.05 0.00 -0.09 -1.166
C 4.403386 1.756017 -3.040476 -0.02 -0.02 -0.01 -0.934
C 3.853888 2.770749 -2.266607 0.06 0.00 -0.03 -0.807
C 2.777357 2.503656 -1.426457 -0.03 0.02 -0.08 -0.705
C 2.288640 1.216095 -1.381288 -0.04 -0.08 -0.20 1.806
C 1.523149 1.382933 2.279973 -0.03 -0.05 -0.04 1.503
C 0.632042 2.151976 1.526389 0.05 -0.01 0.00 1.234
C 0.552036 3.526222 1.660985 0.07 -0.02 0.02 -0.660
C 1.380492 4.170332 2.573320 -0.01 0.01 0.01 -0.897
C 2.270258 3.427767 3.335890 0.00 0.00 0.00 -0.945
C 2.338730 2.050254 3.192072 0.10 0.06 0.06 -1.376
H 3.337950 -3.352850 3.796614 0.00 -0.01 0.00 0.438
H 3.290437 -4.016918 2.160006 -0.01 0.02 0.00 0.289
H 1.902381 -4.213241 3.229698 0.00 0.03 -0.01 0.292
H 2.982085 -0.715407 3.804174 -0.03 -0.03 -0.03 0.680
H 1.138379 -4.345348 0.721469 -0.02 0.11 -0.01 0.030
H -3.267736 -3.727036 2.564099 0.03 0.02 -0.02 0.589
H -2.225296 -6.036324 1.481196 0.00 -0.01 0.00 0.473
H -0.551503 -5.756923 1.948595 -0.02 0.02 0.00 0.285
H -0.975469 -5.868435 0.237763 -0.02 0.03 0.01 0.357
H -4.682340 -1.780191 2.879663 0.04 0.02 0.02 0.431
H -5.509006 0.113849 4.207746 0.03 0.00 0.00 0.465
H -4.129944 2.146970 4.487006 -0.01 -0.03 -0.03 0.471
H -1.886803 2.273297 3.435783 0.00 -0.03 0.00 0.546
H -1.031030 0.352604 2.181240 0.08 -0.04 0.03 1.014
H 3.911788 -2.485371 -2.827832 -0.04 -0.01 0.03 0.604
H 3.251983 -5.130160 -2.411689 0.00 0.00 0.00 0.472
H 1.740085 -5.470822 -1.554150 0.00 0.03 -0.01 0.345
H 3.204854 -5.069192 -0.653349 -0.01 0.02 -0.02 0.280
H 4.344767 -0.317431 -3.578791 0.00 0.05 0.03 0.468
H 5.237009 1.970059 -3.696444 -0.02 -0.01 0.02 0.477
H 4.265881 3.770636 -2.310902 -0.01 -0.03 -0.02 0.497
H 2.340607 3.287388 -0.820712 0.01 -0.03 0.01 0.570
H 1.427355 1.004343 -0.751765 -0.01 0.16 0.47 0.340
H -0.061619 1.696343 0.818104 -0.13 -0.04 -0.05 -0.298
H -0.154602 4.094537 1.069461 0.01 -0.02 0.00 0.557
H 1.325069 5.244694 2.690648 0.01 -0.02 0.00 0.502
H 2.916400 3.921714 4.048935 -0.01 0.00 -0.01 0.456
H 3.046730 1.496448 3.794119 -0.01 0.02 -0.02 0.441
O -2.753203 5.467651 -4.448524 -0.03 0.05 0.15 -0.536
N -1.772907 4.824636 -4.180472 0.02 -0.12 -0.33 1.010
O -0.640934 5.026679 -4.572800 0.01 0.04 0.12 -0.573
C -1.949946 3.650387 -3.295684 0.08 0.08 -0.01 -0.041
C -2.969937 3.676388 -2.420208 -0.11 -0.04 0.09 -1.105
C -3.175616 2.566728 -1.536681 -0.20 0.16 0.01 1.194
C -4.365895 2.360674 -0.806455 0.00 0.05 -0.01 -0.754
C -4.559599 1.146906 -0.201037 -0.04 0.01 0.03 -1.179
C -3.523965 0.208876 -0.190222 0.02 0.04 -0.05 -0.709
N -2.330065 0.440463 -0.725522 0.12 0.00 0.13 0.392
C -2.214437 1.570711 -1.488035 0.12 -0.13 0.11 -0.408
C -1.164183 1.544370 -2.444881 0.13 -0.12 0.13 0.018
N -0.435971 0.388089 -2.451052 0.10 -0.09 0.14 0.036
C 0.264307 0.118549 -3.542318 -0.04 -0.01 0.00 -0.352
C 0.388623 1.024381 -4.597573 0.04 -0.01 -0.02 -1.297
C -0.210102 2.253012 -4.518917 -0.04 0.03 -0.02 -0.490
C -1.063887 2.524252 -3.422057 0.12 0.15 -0.15 0.746
H -3.660969 4.510142 -2.426754 0.01 0.00 0.00 0.614
H -5.137487 3.121716 -0.797438 0.01 -0.02 -0.01 0.576
H -5.497076 0.895292 0.275163 0.02 0.00 -0.01 0.514
H -3.690460 -0.754840 0.249161 0.02 -0.09 0.04 1.170
H 0.743259 -0.845565 -3.600396 0.02 -0.03 0.03 0.741
H 0.977970 0.745204 -5.459648 -0.02 0.00 -0.01 0.526
H -0.084595 2.980730 -5.306614 0.00 0.01 0.00 0.666
```
Forces are in eV/Å.

* spin multiplicity: 3
* ⟨S²⟩: 2.0228
* M: 804.56 g mol⁻¹
* highest occupied orbital energy (alpha / beta): -16.525 / -16.530 eV
* E: -64135.4203 eV
* total charge: +3
* lowest unoccupied orbital energy (alpha / beta): -10.931 / -10.310 eV

***

DFT (wB97M-V/def2-TZVPD) results for a molecular structure, C42H35BaBrN11O3S2.

The geometry in XYZ format:
```
95
Properties=species:S:1:pos:R:3:forces:R:3:mulliken_charge:R:1
Ba 0.050904 0.771806 -0.670406 0.08 -0.31 0.14 0.995
C -4.247652 4.441659 2.024585 -0.03 -0.02 -0.02 -0.509
C -2.898239 4.301539 1.737781 -0.01 0.01 0.00 -0.644
C -2.483814 3.343482 0.825297 0.05 0.00 -0.01 -0.084
C -3.424087 2.545666 0.187138 -0.02 0.04 0.07 -0.484
C -4.781117 2.680563 0.475643 0.01 -0.10 -0.07 -0.327
C -5.187005 3.626358 1.396967 0.04 0.04 0.03 -0.613
N -2.913634 1.593575 -0.741942 0.14 -0.01 -0.14 1.305
N -3.751994 1.129503 -1.525458 -0.08 0.15 0.04 -0.718
C -3.269718 0.150340 -2.442500 0.27 -0.11 0.08 -0.245
C -4.105684 -0.145312 -3.505529 -0.14 0.01 0.09 -0.289
C -3.728673 -1.147602 -4.383135 0.08 -0.04 0.02 -0.468
C -2.538215 -1.816874 -4.150876 0.02 0.01 -0.05 -0.781
C -1.752761 -1.428193 -3.074615 -0.01 0.02 0.12 -0.332
N -2.098251 -0.454407 -2.231237 -0.08 0.03 -0.15 0.148
H -4.572121 5.182039 2.743657 -0.01 0.00 0.00 0.405
H -2.169005 4.932028 2.228996 0.01 0.00 0.00 0.437
H -1.430566 3.230922 0.595951 0.00 0.00 0.00 0.553
H -5.494594 2.036997 -0.019528 -0.01 0.01 0.01 0.463
H -6.237886 3.730046 1.630466 0.00 0.01 0.01 0.394
H -5.034497 0.398791 -3.602498 -0.01 -0.03 -0.03 0.501
H -4.358738 -1.417416 -5.219560 -0.02 0.02 0.00 0.419
H -2.219656 -2.631253 -4.786049 0.01 0.01 0.00 0.470
H -0.814892 -1.930712 -2.858294 0.01 0.01 -0.01 0.419
Br -3.869764 -7.124769 4.313118 -0.01 0.00 0.00 -0.175
C -2.072437 -7.028881 3.728857 0.01 0.01 -0.05 0.075
C -1.804223 -6.776842 2.390723 -0.02 -0.01 0.06 -0.579
C -0.490405 -6.689860 1.968976 0.09 0.02 -0.08 0.096
C 0.547819 -6.860386 2.877542 0.01 -0.02 -0.01 -0.011
C 0.268052 -7.164262 4.200152 0.05 -0.02 0.04 -0.302
C -1.046978 -7.228106 4.637178 0.00 0.00 -0.02 -0.453
N 1.921104 -6.884257 2.442010 -0.10 0.00 0.05 -0.676
N 2.432242 -5.923061 1.854616 0.01 0.02 -0.01 -0.243
C 1.765472 -4.668700 1.700093 -0.04 0.12 -0.08 0.111
C 1.120764 -3.999008 2.712125 0.05 -0.09 0.06 -0.648
C 0.587018 -2.721808 2.526811 0.02 0.07 0.02 -0.703
C 0.667742 -2.064068 1.306165 -0.10 0.03 -0.08 -0.193
O 0.147304 -0.896832 1.092284 0.07 0.07 0.00 0.480
C 1.357420 -2.744737 0.233918 -0.03 0.06 -0.08 -0.490
N 1.421215 -2.111540 -0.974118 -0.08 0.04 0.01 0.231
C 2.042770 -2.723874 -1.954518 -0.01 -0.04 0.00 -0.244
C 2.668936 -3.977142 -1.833870 -0.02 0.01 -0.01 -1.333
C 2.607504 -4.624711 -0.634480 0.00 -0.02 0.03 -0.769
C 1.924201 -4.022055 0.445266 0.07 -0.12 0.02 1.162
H -2.615127 -6.649341 1.687398 -0.01 0.00 0.01 0.424
H -0.263939 -6.488220 0.929251 -0.02 0.00 0.01 0.399
H 1.084684 -7.342008 4.888285 0.00 0.00 0.00 0.437
H -1.272039 -7.445414 5.671778 0.00 0.00 0.00 0.424
H 1.035712 -4.468222 3.683680 -0.02 0.04 0.01 0.467
H 0.094366 -2.208009 3.342683 0.00 -0.02 0.02 0.473
H 2.047124 -2.223715 -2.918697 0.02 0.00 -0.01 0.669
H 3.176816 -4.415987 -2.682276 -0.01 0.01 -0.01 0.457
H 3.068894 -5.592542 -0.490233 0.00 0.00 0.00 0.515
S 5.089864 7.439778 -0.573560 -0.07 0.08 0.01 0.168
N 4.431455 6.633771 0.657261 0.06 -0.08 0.00 -0.672
C 3.558318 5.788260 0.134649 -0.06 -0.01 -0.01 0.939
C 2.758000 4.828075 0.871653 0.07 0.09 0.02 0.346
C 2.834814 4.709990 2.259860 -0.02 -0.02 0.02 -0.610
C 2.096429 3.733886 2.883333 0.08 -0.08 -0.01 -1.071
C 1.328122 2.878499 2.095201 -0.13 0.06 -0.08 -0.336
N 1.209186 3.005753 0.778300 0.07 0.07 0.02 0.298
C 1.902033 3.981455 0.161861 -0.07 -0.08 -0.03 -0.551
C 1.739602 4.133875 -1.302216 0.00 -0.05 0.08 -0.021
N 0.806991 3.387715 -1.917748 0.08 -0.08 0.00 0.250
C 0.667476 3.511884 -3.229425 -0.07 -0.01 0.05 -0.369
C 1.431622 4.371167 -4.015145 0.01 0.02 0.03 -0.898
C 2.378217 5.150810 -3.391156 -0.01 -0.03 -0.01 -0.744
C 2.537296 5.040539 -2.009804 -0.02 0.12 -0.08 0.314
C 3.472687 5.870225 -1.274615 -0.05 0.00 0.01 0.831
N 4.282570 6.774907 -1.800308 0.06 -0.07 -0.02 -0.671
H 3.479075 5.381182 2.812286 0.00 0.00 0.00 0.551
H 2.127226 3.599866 3.955073 0.00 -0.01 0.00 0.492
H 0.768468 2.065423 2.544411 0.00 0.00 0.01 0.294
H -0.102469 2.900373 -3.689625 0.00 -0.01 0.00 0.457
H 1.263119 4.430501 -5.081027 0.00 0.00 0.00 0.490
H 2.991731 5.853874 -3.939091 0.00 0.00 0.00 0.543
N 3.279121 -0.577850 -4.911657 0.00 0.03 0.00 -0.586
C 3.798818 0.011310 -3.679449 0.00 -0.06 -0.04 -0.588
C 2.657256 0.464947 -2.790200 -0.05 -0.02 0.02 0.549
O 2.795116 1.027643 -1.734836 -0.10 0.01 0.06 -0.572
O 1.436782 0.173461 -3.263623 0.03 0.13 -0.07 -0.321
H 3.670343 -1.491227 -5.094152 0.00 -0.01 0.01 0.223
H 3.461026 0.002300 -5.719333 0.00 0.00 0.00 0.189
H 1.600715 -0.288953 -4.123677 0.03 0.02 -0.02 0.474
H 4.452319 0.868362 -3.844779 0.00 0.00 0.01 0.476
H 4.367299 -0.715598 -3.098259 0.01 0.02 0.01 0.345
C -2.500234 1.556779 4.194038 0.03 -0.01 -0.08 -0.960
S -1.444091 0.593909 3.090447 -0.10 0.06 0.00 0.221
C -2.721989 -0.446324 2.358729 0.08 -0.02 0.05 -0.680
H -3.248653 2.113787 3.629891 -0.01 0.01 0.02 0.154
H -1.863649 2.259246 4.730137 -0.02 0.01 0.01 0.338
H -2.988934 0.905484 4.917379 -0.01 0.01 0.01 0.371
H -3.196061 -1.057783 3.125671 -0.02 0.01 0.00 0.452
H -2.222889 -1.094592 1.641502 -0.02 0.01 -0.02 0.039
H -3.474512 0.168083 1.862478 -0.01 -0.02 -0.02 0.225
```
Forces are in eV/Å.

* ΔE to the lowest compared entry with this formula, charge and spin: 14.77 kcal per mole
* M: 1023.18 g mol⁻¹
* highest occupied orbital energy: -8.868 eV
* E: -159060.7309 eV
* total charge: +1
* lowest unoccupied orbital energy: -3.396 eV

***

Which formula does entry 2 have?
C42H35BaBrN11O3S2